Model A:
# CH5PS2

A cluster of 2 separate species, CH5PS2 in total (ωB97M-V with the def2-TZVPD basis set, the Open Molecules 2025 dataset).

LUMO, hartree: -0.04968
SMILES: CP=S.S
Charge: 0
Gap between HOMO and LUMO, Ha: 0.2780

Structure (XYZ):
```
9
CH5PS2 (ωB97M-V with the def2-TZVPD basis set)
C -1.157 1.380 -0.178
P 0.142 0.344 0.654
S 1.762 0.680 -0.360
H -1.616 0.774 -0.961
H -0.725 2.271 -0.628
H -1.928 1.651 0.540
S 2.509 -3.693 0.582
H 2.265 -2.601 1.296
H 2.398 -3.026 -0.559
```

=====

Model B:
# CH5PS2

A cluster of 2 separate species, CH5PS2 in total (ωB97M-V with the def2-TZVPD basis set, the Open Molecules 2025 dataset).

LUMO (spin up / spin down), hartree: 0.00607 / -0.04011
Charge: 0
Gap between HOMO and LUMO (spin up / spin down), Ha: 0.3158 / 0.2138

Structure (XYZ):
```
9
CH5PS2 (ωB97M-V with the def2-TZVPD basis set)
C 1.045 0.741 0.839
P -1.816 -1.027 0.159
S 1.266 -0.878 0.300
S 0.636 2.135 -0.061
H 1.713 0.911 1.730
H -2.789 -1.666 0.813
H -2.367 0.079 0.510
H 0.549 -0.638 -0.747
H 0.480 1.427 -1.316
```

=====

Energies in kJ/mol, measured from the most stable structure: model A 0.0; model B 383.9.

=====

Model A:
# C6H8N2

A structure of composition C6H8N2 (ωB97M-V with the def2-TZVPD basis set, the Open Molecules 2025 dataset).

LUMO, hartree: 0.03972
Charge: 0
Gap between HOMO and LUMO, Ha: 0.3384

Structure (XYZ):
```
16
C6H8N2 (ωB97M-V with the def2-TZVPD basis set)
C -0.736 -1.516 0.233
C -0.468 0.808 0.423
C 0.395 1.623 -0.467
C 1.484 0.875 -0.941
C 1.417 -0.377 -0.524
C 0.332 -0.541 0.619
H -1.105 -1.560 -0.816
H -0.442 -2.356 0.860
H -2.856 -1.206 1.237
H 0.526 2.560 0.324
H -0.008 2.230 -1.456
H 1.969 1.415 -1.667
H 1.967 -1.239 -0.773
H 0.821 -0.608 1.640
N -1.639 -0.720 0.891
N -1.656 0.613 0.418
```

=====

Model B:
# C6H8N2

An isolated molecule of C6H8N2 (ωB97M-V with the def2-TZVPD basis set, the Open Molecules 2025 dataset).

LUMO, hartree: 0.01482
SMILES: [H]/N=C(\C#C)NC(=C)C
Charge: 0
Gap between HOMO and LUMO, Ha: 0.3179

Structure (XYZ):
```
16
C6H8N2 (ωB97M-V with the def2-TZVPD basis set)
H -3.273 0.683 0.920
N -2.637 1.098 0.166
C -1.513 0.428 0.163
C -1.193 -0.531 1.237
C -0.843 -0.920 2.346
N -0.673 0.452 -0.914
C 0.653 0.123 -0.850
C 1.402 0.069 -1.982
C 1.340 -0.371 0.259
H -0.682 -0.938 3.571
H -1.310 0.756 -1.777
H 1.058 0.359 -3.187
H 2.651 0.211 -1.688
H 1.064 -1.218 0.999
H 2.303 -0.629 -0.315
H 1.652 0.428 1.053
```

=====

Energies in kJ/mol, measured from the most stable structure: model A 18.5; model B 0.0.

=====

Model A:
# C6H8N2

An isolated molecule of C6H8N2 (ωB97M-V with the def2-TZVPD basis set, the Open Molecules 2025 dataset).

LUMO, hartree: 0.03179
SMILES: C1=CC(N2CC2)=NC1
Charge: 0
Gap between HOMO and LUMO, Ha: 0.3816

Structure (XYZ):
```
16
C6H8N2 (ωB97M-V with the def2-TZVPD basis set)
C 1.292 -0.431 -1.930
C 0.284 -1.023 -1.255
C 0.003 -0.133 -0.146
N -1.129 -0.549 0.648
C -1.844 0.580 1.155
C -1.104 -0.282 2.142
N 0.628 1.019 -0.045
C 1.571 0.827 -1.193
H 1.977 -0.933 -2.722
H -0.086 -2.156 -1.276
H -1.407 1.582 1.131
H -2.892 0.303 0.938
H -1.571 -1.133 2.641
H -0.016 -0.016 2.554
H 2.584 0.739 -0.786
H 1.710 1.605 -1.857
```

=====

Model B:
# C6H8N2

An isolated molecule of C6H8N2 (ωB97M-V with the def2-TZVPD basis set, the Open Molecules 2025 dataset).

LUMO (spin up / spin down), hartree: -0.01548 / -0.01873
Charge: 0
Gap between HOMO and LUMO (spin up / spin down), Ha: 0.2455 / 0.2474

Structure (XYZ):
```
16
C6H8N2 (ωB97M-V with the def2-TZVPD basis set)
C 4.007 0.408 -0.079
C 2.809 0.133 0.097
C 1.599 -0.167 0.563
C 0.677 -1.047 -0.203
C -0.805 -0.956 0.366
C -2.425 0.975 -0.267
N -0.356 1.451 0.756
N -1.074 0.647 0.301
H 4.963 0.732 -0.061
H 0.467 -0.864 -1.319
H 0.843 -2.088 -0.171
H -1.450 -1.512 -0.317
H -1.004 -1.078 1.510
H -3.191 0.355 0.171
H -2.595 2.146 0.014
H -2.465 0.866 -1.362
```

=====

Energies in kJ/mol, measured from the most stable structure: model A 0.0; model B 503.1.